Entry 1:
Computed, not measured: a cluster of 2 separate species, C24H31N3O6S in total at a distorted geometry, with the ωB97M-V functional and the def2-TZVPD basis.

- ΔE to the lowest compared entry with this formula, charge and spin: 2450.0 kJ/mol
- Highest occupied orbital energy: -8.40 eV
- E_LUMO: 0.00356 hartree
- E_tot: -52958.800 eV

Geometry as ORCA input:
```
! RIJCOSX wB97M-V def2-TZVPD def2/J DEFGRID3
* xyz 0 1
S 0.05029 -0.83287 -1.05724
O 1.05985 -0.26012 -0.29294
O -3.53511 2.06447 0.43902
O 5.57546 -1.73284 0.81036
O 0.04397 -0.51927 -2.30509
O -4.93618 -1.02261 1.67714
O 3.79766 4.24761 0.91688
N 3.86497 -0.33078 0.85590
N 0.59006 -2.56727 -1.00924
N 2.26562 2.48654 0.15728
C -0.22195 3.02694 -0.01991
C -6.18556 -1.66343 1.17024
C -3.71653 -1.77286 -0.41263
C -2.89480 -0.50049 1.61420
C -2.54840 -1.61355 -0.80178
C -3.86940 -1.12865 1.00406
C 3.46517 2.87354 0.44805
C -2.40193 2.11650 -1.63351
C 2.94334 -2.21652 -1.39017
C 4.40166 -1.74546 0.63093
C -1.20281 2.42996 -2.00976
C 1.06980 3.31262 0.73522
C -1.44751 2.76072 0.39985
C 0.75649 -3.10462 0.57651
C -1.52537 -1.09287 -0.00118
C -4.65765 1.75752 -0.29162
C 2.12654 -2.67206 1.15797
C -2.49868 2.19667 -0.26786
C 4.81889 0.94376 0.95800
C -1.62402 -0.44135 0.98905
C 4.56525 1.84086 -0.02445
C 3.28100 -2.50100 0.28625
C 0.10586 2.65446 -1.33003
C 1.58172 -2.77888 -1.61776
H 2.27976 -3.14057 2.08530
H 2.01726 1.58105 0.23736
H 1.39824 4.41941 0.79344
H 1.98305 -1.38122 1.35183
H 1.03924 -4.17366 0.65014
H -3.11353 1.91061 -2.33305
H 3.77711 -3.45423 0.22387
H 5.86287 0.49525 0.96552
H 3.01043 -0.13472 0.60762
H -7.01708 -1.67529 1.85079
H 1.36125 -2.45810 -2.58926
H -4.51236 -2.02852 -0.87166
H 2.86505 -0.96457 -1.66584
H 1.78995 -3.84866 -1.74808
H -5.55628 1.92125 0.30821
H 0.01309 -2.90203 0.96769
H -2.97041 -0.17944 2.68954
H 0.98270 3.04835 1.89899
H 4.61052 1.18291 1.89854
H -5.15344 2.77961 -0.98040
H -1.32432 2.76185 1.52240
H 5.48330 2.48661 -0.16066
H -2.27785 -1.90352 -1.76101
H -4.68844 1.00887 -0.92887
H -0.81793 0.18267 1.63172
H -6.35049 -1.12609 0.17287
H 4.26140 1.55334 -0.92443
H -0.76680 2.27461 -3.41139
H 3.90912 -2.50669 -1.93528
H 1.05036 2.80878 -1.86100
H -6.24350 -2.75259 0.95336
*
```

Entry 2:
Computed, not measured: the molecule C24H31N5O2, with the ωB97M-V functional and the def2-TZVPD basis.

- ΔE to the lowest compared entry with this formula, charge and spin: 108.6 kJ/mol
- Highest occupied orbital energy: -7.90 eV
- E_LUMO: 0.02500 hartree
- E_tot: -36937.309 eV

Geometry as ORCA input:
```
! RIJCOSX wB97M-V def2-TZVPD def2/J DEFGRID3
* xyz 0 1
O -6.96689 -1.11506 -0.78104
O -4.24135 1.17686 -0.86822
N 0.96322 -2.60350 -0.37475
N -4.29139 -1.11147 -0.99418
N 0.53680 -0.41290 -0.32442
N 4.59103 0.62626 0.45455
N 5.49558 3.31489 -0.16418
C -6.35782 0.08947 -1.18386
C 1.71963 -3.82088 -0.32789
C 1.45801 -1.32925 -0.24717
C 5.41661 4.70715 -0.57207
C 4.92921 1.60222 1.47069
C -6.44823 -0.62459 1.55878
C -7.05144 -1.38184 0.56299
C -6.59572 -0.99913 2.88451
C -7.79052 -2.51258 0.90652
C 3.16693 0.40775 0.25905
C 5.31276 0.94999 -0.76189
C -0.64520 -1.08012 -0.50971
C 2.90655 -1.07029 -0.04803
C 5.11283 2.39853 -1.22412
C -2.69699 -2.88165 -0.85493
C -1.93306 -0.58213 -0.65758
C -2.95377 -1.50143 -0.83167
C -0.39443 -2.47330 -0.54053
C 6.53955 5.08875 -1.53032
C -4.83217 0.12648 -0.98688
C -7.33164 -2.11811 3.22706
C -7.92777 -2.87517 2.23071
C -1.42218 -3.38595 -0.71167
C 4.69547 3.04691 1.01855
H 3.45472 -1.36317 -0.94885
H -8.24972 -3.08706 0.11704
H 6.40297 4.63585 -2.50862
H -7.43977 -2.40133 4.26288
H 4.35368 1.39375 2.37458
H 2.73599 1.01094 -0.54846
H -6.12344 -0.40510 3.65259
H 5.74454 2.57847 -2.09486
H 5.99260 1.47835 1.69702
H -6.56182 0.17249 -2.25650
H 2.11886 -3.99315 0.67545
H -2.12591 0.47571 -0.63793
H 5.51269 5.31327 0.33308
H 5.00552 0.26670 -1.55567
H 6.56138 6.16836 -1.65671
H 5.00681 3.72989 1.81282
H 3.61783 3.20576 0.82749
H 7.49279 4.76150 -1.12421
H 3.28664 -1.68146 0.77479
H 2.63116 0.66389 1.17404
H 1.07337 -4.65403 -0.59656
H 6.37646 0.79339 -0.56000
H -8.50391 -3.75187 2.48655
H -6.79892 0.95809 -0.68164
H 4.05964 2.55590 -1.52531
H -4.94824 -1.87469 -1.10803
H -5.85908 0.24663 1.31907
H 4.43806 4.94150 -1.03038
H -1.24739 -4.45152 -0.73246
H -3.52462 -3.56426 -0.98787
H 2.55348 -3.77871 -1.03163
*
```

Entry 3:
Computed, not measured: the molecule C24H31N5O2 at a distorted geometry, with the ωB97M-V functional and the def2-TZVPD basis.

- ΔE to the lowest compared entry with this formula, charge and spin: 232.6 kJ/mol
- Highest occupied orbital energy: -7.68 eV
- E_LUMO: 0.01557 hartree
- E_tot: -36936.023 eV

Geometry as ORCA input:
```
! RIJCOSX wB97M-V def2-TZVPD def2/J DEFGRID3
* xyz 0 1
O -3.29687 -2.15702 -0.78064
O 6.80363 0.19514 0.28069
N -1.56724 1.50228 -1.29100
N -3.03922 1.53932 0.47244
N -1.28498 3.11960 0.36276
N 1.72891 1.48154 -0.63977
N 2.73586 -0.72016 0.92831
C 2.00594 -1.94092 1.23027
C -0.47863 0.89472 -3.12323
C -1.77195 0.31610 -3.16197
C 0.57989 -2.02767 0.73554
C -2.80221 3.16273 2.18686
C -2.06455 -2.08263 -0.21271
C 3.14459 -0.52083 -0.45097
C 0.86386 2.31528 -1.47117
C -1.96194 2.07515 -0.10800
C 0.28186 -2.54569 -0.52133
C -0.36860 1.62995 -1.97717
C -4.92490 -2.69261 0.96805
C 1.17748 1.22010 0.67522
C -1.77876 -1.57600 1.05013
C -3.44536 2.08004 1.60386
C 2.09572 0.23352 -1.28588
C -4.42702 -1.68983 -0.07019
C -0.47243 -1.55866 1.50872
C 5.55953 -0.46574 0.33972
C -2.41055 0.69808 -2.02913
C 2.22503 0.49372 1.52592
C -1.01362 -2.57255 -0.99056
C -1.70397 3.65112 1.49499
C 4.48804 0.22232 -0.50511
H 3.29008 -1.51104 -0.89634
H -1.13407 4.50105 1.84898
H -3.13812 3.59852 3.11197
H 5.74865 -1.47319 -0.03791
H 2.58729 -2.76793 0.81217
H -5.15435 -3.63929 0.48512
H -2.16847 -0.30555 -3.93941
H 1.45755 2.61863 -2.33909
H 0.93686 2.17755 1.14381
H -3.40117 0.49696 -1.68024
H 0.60307 3.19996 -0.89031
H 4.34368 1.24802 -0.16158
H 6.67445 1.10989 0.55497
H -1.24416 -2.96958 -1.96643
H -4.31971 1.62507 2.05386
H -4.17096 -2.87292 1.73034
H -0.27480 -1.16843 2.49818
H -5.19230 -1.55233 -0.84036
H 0.25562 0.61745 0.62164
H -4.21602 -0.71632 0.38784
H 1.21745 -0.41468 -1.43682
H 1.80559 0.25546 2.50505
H 3.07056 1.17238 1.67749
H 5.21049 -0.54665 1.37763
H -5.82506 -2.31203 1.44357
H 2.01265 -2.04366 2.32093
H 0.28299 0.78546 -3.87046
H 4.82546 0.26308 -1.54219
H 1.07730 -2.93807 -1.13942
H -2.55684 -1.18727 1.68776
H 2.51876 0.46909 -2.26534
*
```

> Which value of ΔE to the lowest compared entry with this formula, charge and spin does entry 2 give?

108.6 kJ/mol